Entry from OMol25: C38H77N4O3PS as an isolated structure at a distorted geometry (wB97M-V/def2-TZVPD).

The geometry in XYZ format:
```
124
C38H77N4O3PS | OMol25 | wB97M-V/def2-TZVPD
C 0.334 7.958 -2.984
C 1.260 6.872 -3.636
C 2.270 6.153 -2.893
P 2.630 6.414 -1.092
N 1.475 7.101 -0.277
O 3.986 7.416 -1.025
O 2.941 4.945 -0.343
C 3.154 5.077 -3.618
C 2.936 4.795 -5.043
N 3.801 3.748 -5.647
C 3.202 2.673 -5.466
O 2.498 1.748 -5.259
C 1.904 5.472 -5.891
N 1.619 5.242 -7.204
S 0.365 6.295 -7.504
N 0.184 7.037 -6.051
C 1.066 6.536 -5.116
H -0.643 7.547 -2.627
H 0.083 8.680 -3.819
H 0.852 8.553 -2.198
H 1.879 7.973 0.084
H 3.713 8.238 -1.483
H 3.136 4.265 -1.019
H 3.926 4.503 -3.054
C -0.343 3.549 -3.632
C -1.774 3.034 -3.551
C -2.775 4.102 -3.112
C -2.547 4.675 -1.710
C -2.543 3.648 -0.578
C -3.869 2.914 -0.422
H 0.024 3.865 -2.652
H 0.313 2.751 -3.988
H -0.241 4.392 -4.314
H -1.816 2.169 -2.883
H -2.068 2.671 -4.541
H -3.785 3.683 -3.174
H -2.750 4.929 -3.830
H -3.326 5.419 -1.511
H -1.599 5.222 -1.690
H -2.323 4.170 0.359
H -1.737 2.923 -0.721
H -4.686 3.618 -0.243
H -3.824 2.229 0.428
H -4.111 2.324 -1.308
C 4.909 -5.036 -4.665
C 5.842 -3.847 -4.473
C 5.299 -2.802 -3.499
C 3.990 -2.131 -3.923
C 4.026 -1.424 -5.278
C 5.020 -0.271 -5.332
H 3.956 -4.734 -5.106
H 5.365 -5.770 -5.334
H 4.707 -5.530 -3.712
H 6.060 -3.391 -5.444
H 6.798 -4.216 -4.087
H 6.066 -2.037 -3.342
H 5.144 -3.274 -2.523
H 3.710 -1.404 -3.152
H 3.188 -2.875 -3.937
H 3.027 -1.031 -5.488
H 4.249 -2.138 -6.077
H 4.792 0.471 -4.562
H 4.966 0.222 -6.306
H 6.045 -0.620 -5.187
C -0.890 -8.700 -1.961
C -0.510 -7.482 -1.128
C -0.484 -6.182 -1.931
C 0.538 -6.135 -3.069
C 1.990 -6.369 -2.653
C 2.522 -5.314 -1.691
H -0.160 -8.894 -2.750
H -0.935 -9.591 -1.329
H -1.871 -8.566 -2.424
H 0.457 -7.654 -0.646
H -1.240 -7.374 -0.320
H -0.301 -5.349 -1.244
H -1.479 -6.007 -2.355
H 0.464 -5.158 -3.560
H 0.268 -6.874 -3.831
H 2.612 -6.361 -3.554
H 2.107 -7.363 -2.210
H 2.447 -4.315 -2.128
H 3.574 -5.506 -1.467
H 1.976 -5.319 -0.745
C -1.840 1.462 3.325
C -3.272 0.950 3.411
C -4.273 2.016 3.857
C -4.041 2.583 5.260
C -4.034 1.551 6.387
C -5.359 0.816 6.543
H -1.466 1.780 4.301
H -1.178 0.673 2.960
H -1.768 2.307 2.636
H -3.313 0.082 4.076
H -3.570 0.590 2.420
H -5.282 1.597 3.796
H -4.250 2.845 3.142
H -4.820 3.326 5.464
H -3.093 3.130 5.279
H -3.811 2.068 7.326
H -3.227 0.826 6.238
H -6.175 1.519 6.727
H -5.310 0.128 7.390
H -5.603 0.230 5.654
C -2.899 -2.834 5.967
C -2.954 -2.301 7.394
C -1.583 -1.932 7.957
C -0.590 -3.091 8.076
C -1.061 -4.269 8.929
C -1.313 -3.899 10.386
H -2.332 -3.765 5.906
H -3.909 -3.039 5.602
H -2.440 -2.104 5.295
H -3.451 -3.031 8.040
H -3.584 -1.406 7.404
H -1.720 -1.468 8.939
H -1.135 -1.159 7.322
H 0.345 -2.702 8.495
H -0.340 -3.460 7.077
H -0.292 -5.047 8.897
H -1.965 -4.714 8.503
H -0.411 -3.483 10.844
H -1.601 -4.785 10.956
H -2.118 -3.167 10.484
```

Electronic energy   -72881.749 eV
Orbital gap   7.640 eV
Total charge   0
Spin multiplicity   1

Mulliken atomic charge list, values in e, 99 entries: C -1.227; C 0.254; C 0.735; P 0.873; N -0.746; O -0.606; O -0.499; C -0.812; C 0.288; N -0.737; C 0.656; O -0.428; C 0.850; N -0.712; S 0.186; N -0.595; C 0.338; H 0.100; H 0.421; H 0.348; H 0.252; H 0.381; H 0.337; H 0.375; C -0.400; C -0.663; C -0.883; C -0.330; C -0.341; C -0.962; H 0.189; H 0.145; H 0.089; H 0.311; H 0.376; H 0.364; H 0.415; H 0.450; H -0.065; H 0.377; H 0.228; H 0.291; H 0.026; H 0.350; C -0.931; C -0.546; C -0.682; C -0.141; C -0.531; C -1.238; H 0.267; H 0.408; H 0.101; H 0.270; H 0.387; H 0.376; H 0.345; H 0.372; H -0.046; H 0.386; H 0.264; H 0.155; H 0.345; H 0.425; C -1.202; C -0.366; C -0.735; C -0.802; C -0.099; C -1.090; H 0.287; H 0.380; H 0.292; H 0.235; H 0.391; H 0.308; H 0.388; H 0.327; H 0.362; H 0.149; H 0.257; H 0.149; H 0.370; H 0.406; C -1.178; C -0.063; C -0.551; C -0.966; C 0.147; C -1.289; H 0.324; H 0.392; H 0.213; H -0.049; H 0.401; H 0.384; H 0.293; H 0.407; H 0.328